DFT (ωB97M-V with the def2-TZVPD basis set) results for a cluster of 2 separate species, C4H9NO in total in a non-equilibrium geometry.

Output
maximum force: 3.14 eV/A
E: -287.7250 Eh
HOMO level: -8.51 eV
total charge: 0

```
15
C4H9NO (ωB97M-V with the def2-TZVPD basis set)
C -0.869 -1.578 2.749
C -1.371 -0.669 1.926
N -0.600 0.256 1.206
H 0.258 -1.868 2.792
H -1.626 -2.058 3.446
H -2.490 -0.620 1.629
H 0.297 0.475 1.542
H -0.604 -0.093 0.292
O 0.475 -0.527 -1.670
C 1.237 0.348 -2.120
C 0.978 1.854 -1.967
H 1.992 0.039 -2.863
H 0.952 2.079 -0.896
H 1.793 2.599 -2.250
H -0.021 2.143 -2.307
```

Okay, here come the Mulliken numbers, in e, for every atom:
1 C -0.63
2 C -0.02
3 N -0.49
4 H 0.21
5 H 0.20
6 H 0.28
7 H 0.22
8 H 0.26
9 O -0.50
10 C 0.12
11 C -0.78
12 H 0.34
13 H 0.22
14 H 0.31
15 H 0.27

=====

DFT (ωB97M-V with the def2-TZVPD basis set) results for a structure of composition C17H22Pt.

Output
maximum force: 0.24 eV/A
E: -778.4619 Eh
HOMO level: -24.78 eV
total charge: +4

```
40
C17H22Pt (ωB97M-V with the def2-TZVPD basis set)
Pt -0.198 -0.195 -0.140
C -0.022 -0.552 3.424
C -0.302 0.265 2.227
C 0.718 1.084 1.630
C 0.435 1.979 0.580
C -0.867 2.003 0.024
C -1.899 1.180 0.571
C -1.610 0.312 1.642
H -0.188 0.124 4.281
H 1.018 -0.871 3.497
H -0.709 -1.387 3.553
H 1.728 1.033 2.026
H 1.225 2.611 0.183
H -1.086 2.658 -0.816
H -2.898 1.217 0.148
H -2.396 -0.313 2.055
C -2.308 -4.553 -0.261
C -2.131 -3.474 -1.249
C -0.707 -3.783 -2.495
C -0.977 -2.626 -1.384
C 0.040 -2.437 -0.282
C 1.265 -1.793 -0.576
C 1.383 -0.932 -1.735
C 2.665 -0.392 -2.201
C 0.110 -0.534 -2.300
C -1.074 -1.227 -1.942
H -2.892 -5.385 -0.660
H -2.937 -4.110 0.531
H -1.384 -4.919 0.186
H -2.984 -3.235 -1.885
H 0.154 -4.377 -2.190
H -0.638 -3.316 -3.478
H -1.524 -4.531 -2.630
H -0.043 -2.995 0.646
H 2.121 -1.912 0.083
H 2.580 0.563 -2.719
H 3.014 -1.116 -2.964
H 3.438 -0.374 -1.431
H 0.064 0.317 -2.975
H -2.023 -0.859 -2.324
```

Okay, here come the Mulliken numbers, in e, for every atom:
1 Pt 0.82
2 C -1.61
3 C 0.71
4 C -0.30
5 C -0.68
6 C -0.57
7 C -0.72
8 C -0.24
9 H 0.42
10 H 0.45
11 H 0.44
12 H 0.61
13 H 0.58
14 H 0.62
15 H 0.57
16 H 0.64
17 C -1.35
18 C -0.94
19 C -1.14
20 C 2.46
21 C -0.82
22 C -0.76
23 C 0.57
24 C -1.47
25 C -0.53
26 C -1.06
27 H 0.44
28 H 0.43
29 H 0.42
30 H 0.63
31 H 0.38
32 H 0.34
33 H 0.56
34 H 0.76
35 H 0.64
36 H 0.45
37 H 0.38
38 H 0.45
39 H 0.68
40 H 0.72

=====

DFT (ωB97M-V with the def2-TZVPD basis set) results for a cluster of 6 separate species, C12H36O6 in total in a non-equilibrium geometry.

Output
maximum force: 1.64 eV/A
E: -930.1304 Eh
HOMO level: -9.99 eV
total charge: 0

```
54
C12H36O6 (ωB97M-V with the def2-TZVPD basis set)
C -1.236 5.448 0.362
C -0.897 5.955 1.755
O -0.098 7.130 1.681
H -1.841 4.542 0.370
H -0.375 5.153 -0.238
H -1.833 6.191 -0.166
H -0.331 5.227 2.335
H -1.807 6.091 2.341
H 0.328 7.170 2.541
C 6.756 -2.870 -0.712
C 5.270 -3.067 -1.007
O 4.862 -4.269 -0.391
H 7.375 -3.745 -0.909
H 6.764 -2.634 0.353
H 7.166 -2.006 -1.236
H 5.155 -3.092 -2.091
H 4.664 -2.229 -0.663
H 4.639 -4.095 0.526
C -3.780 -5.820 2.257
C -5.214 -5.445 1.908
O -5.964 -5.072 3.088
H -3.187 -5.912 1.347
H -3.757 -6.785 2.764
H -3.240 -5.042 2.796
H -5.692 -6.243 1.340
H -5.236 -4.603 1.217
H -6.888 -4.854 2.944
C -1.706 -0.119 1.840
C -0.288 -0.166 1.307
O -0.298 0.389 0.030
H -1.726 -0.425 2.886
H -2.393 -0.767 1.295
H -2.131 0.885 1.843
H -0.011 -1.218 1.241
H 0.341 0.421 1.976
H -0.852 -0.196 -0.491
C 5.465 4.335 -0.313
C 4.030 3.847 -0.118
O 3.478 3.454 -1.359
H 6.037 3.581 -0.853
H 5.920 4.397 0.676
H 5.713 5.243 -0.864
H 3.400 4.683 0.184
H 3.968 3.051 0.624
H 2.784 2.817 -1.177
C -4.470 -0.503 -3.304
C -3.399 -1.196 -4.146
O -2.506 -1.806 -3.216
H -4.990 -1.182 -2.629
H -5.164 -0.029 -3.998
H -3.991 0.325 -2.782
H -2.898 -0.451 -4.763
H -3.878 -1.969 -4.747
H -2.038 -2.522 -3.653
```

Okay, here come the Mulliken numbers, in e, for every atom:
1 C -1.01
2 C -0.17
3 O -0.52
4 H 0.32
5 H 0.25
6 H 0.29
7 H 0.27
8 H 0.27
9 H 0.31
10 C -0.89
11 C -0.23
12 O -0.52
13 H 0.26
14 H 0.25
15 H 0.32
16 H 0.28
17 H 0.22
18 H 0.31
19 C -1.01
20 C -0.16
21 O -0.54
22 H 0.34
23 H 0.27
24 H 0.29
25 H 0.27
26 H 0.24
27 H 0.29
28 C -1.01
29 C -0.20
30 O -0.50
31 H 0.33
32 H 0.32
33 H 0.25
34 H 0.22
35 H 0.31
36 H 0.27
37 C -1.08
38 C -0.09
39 O -0.52
40 H 0.29
41 H 0.33
42 H 0.31
43 H 0.19
44 H 0.30
45 H 0.29
46 C -1.04
47 C -0.17
48 O -0.51
49 H 0.30
50 H 0.34
51 H 0.26
52 H 0.24
53 H 0.30
54 H 0.28

=====

DFT (ωB97M-V with the def2-TZVPD basis set) results for a structure of composition C38H39BrN3NiP in a non-equilibrium geometry.

Output
maximum force: 1.45 eV/A
E: -6059.3605 Eh
HOMO level (spin up / spin down): -6.40 / -6.70 eV
multiplicity: 3
total charge: 0

```
83
C38H39BrN3NiP (ωB97M-V with the def2-TZVPD basis set)
Ni 1.087 -0.591 1.125
Br 1.390 -0.822 3.745
C 0.127 -2.257 3.807
C -0.248 -2.708 5.041
C -1.148 -3.776 5.140
C -1.621 -4.371 4.005
C -1.243 -3.914 2.726
C -1.729 -4.538 1.558
C -1.407 -4.039 0.328
C -0.606 -2.894 0.221
C -0.030 -2.269 1.313
C -0.357 -2.801 2.599
H 0.153 -2.247 5.928
H -1.447 -4.121 6.118
H -2.302 -5.207 4.071
H -2.370 -5.404 1.653
H -1.772 -4.513 -0.575
H -0.453 -2.487 -0.770
C 1.135 1.512 -4.119
C 0.489 0.160 -4.014
C -0.279 -0.277 -5.089
C -0.767 -1.567 -5.167
C -0.394 -2.487 -4.200
C 0.318 -2.055 -3.097
C 0.683 -0.719 -2.937
P 1.273 -0.259 -1.248
C 0.931 1.535 -1.245
C 1.963 2.453 -1.082
C 1.709 3.812 -1.066
C 0.408 4.265 -1.209
C -0.626 3.354 -1.355
C -0.389 1.986 -1.363
C -1.517 1.024 -1.560
C 3.071 -0.421 -1.459
C 3.680 -0.584 -2.690
C 5.034 -0.870 -2.772
C 5.766 -1.060 -1.606
C 5.164 -0.959 -0.372
C 3.807 -0.598 -0.258
C 3.173 -0.416 0.998
H 1.413 1.688 -5.158
H 2.034 1.565 -3.511
H 0.467 2.315 -3.811
H -0.484 0.421 -5.890
H -1.402 -1.859 -5.991
H -0.671 -3.526 -4.300
H 0.620 -2.767 -2.341
H 2.979 2.092 -0.998
H 2.523 4.512 -0.950
H 0.198 5.324 -1.222
H -1.644 3.708 -1.480
H -2.453 1.446 -1.201
H -1.307 0.097 -1.024
H -1.634 0.793 -2.619
H 3.099 -0.517 -3.597
H 5.505 -0.973 -3.739
H 6.818 -1.298 -1.672
H 5.735 -1.123 0.530
H 2.540 0.494 1.116
H 3.779 -0.652 1.871
C -4.351 0.760 1.964
C -3.538 -0.331 1.278
N -2.143 -0.133 1.553
C -1.535 1.061 1.750
N -0.239 1.081 1.741
C 0.456 2.287 2.159
C -0.433 3.230 2.962
C -1.721 3.427 2.183
N -2.342 2.132 2.032
C -3.728 2.109 1.632
H -4.327 0.611 3.044
H -5.387 0.729 1.628
H -3.732 -0.319 0.194
H -3.821 -1.318 1.658
H -1.489 -0.883 1.326
H 0.838 2.813 1.276
H 1.318 1.994 2.771
H 0.068 4.182 3.135
H -0.673 2.775 3.925
H -1.502 3.881 1.205
H -2.415 4.081 2.720
H -3.834 2.312 0.552
H -4.247 2.905 2.174
```

Okay, here come the Mulliken numbers, in e, for every atom:
1 Ni -0.73
2 Br -0.03
3 C 0.42
4 C -0.67
5 C -0.61
6 C -0.92
7 C 0.70
8 C -1.03
9 C -1.35
10 C 0.91
11 C -1.54
12 C 1.69
13 H 0.42
14 H 0.39
15 H 0.39
16 H 0.37
17 H 0.50
18 H 0.26
19 C -1.65
20 C 1.43
21 C -0.75
22 C -0.84
23 C -0.97
24 C -1.04
25 C 0.73
26 P 2.56
27 C -0.10
28 C -0.29
29 C -0.96
30 C -0.78
31 C -0.69
32 C 1.20
33 C -1.58
34 C 0.18
35 C -0.74
36 C -0.97
37 C -0.62
38 C -0.97
39 C 1.15
40 C -1.86
41 H 0.64
42 H 0.14
43 H 0.29
44 H 0.48
45 H 0.41
46 H 0.45
47 H 0.79
48 H 0.42
49 H 0.43
50 H 0.42
51 H 0.45
52 H 0.52
53 H 0.17
54 H 0.30
55 H 0.31
56 H 0.45
57 H 0.39
58 H 0.43
59 H 0.16
60 H 0.44
61 C -0.79
62 C -0.53
63 N 0.48
64 C -0.29
65 N 1.26
66 C -0.83
67 C -1.00
68 C -0.54
69 N 0.20
70 C -0.54
71 H 0.30
72 H 0.42
73 H 0.28
74 H 0.39
75 H -0.87
76 H -0.04
77 H 0.49
78 H 0.45
79 H 0.30
80 H 0.11
81 H 0.48
82 H 0.20
83 H 0.40

=====

DFT (ωB97M-V with the def2-TZVPD basis set) results for a cluster of 2 separate species, C4H8OS in total in a non-equilibrium geometry.

Output
maximum force: 3.82 eV/A
E: -630.5479 Eh
HOMO level: -8.39 eV
total charge: 0

```
14
C4H8OS (ωB97M-V with the def2-TZVPD basis set)
C 1.431 -1.204 0.744
C 0.122 -1.192 0.674
C -0.226 -0.176 -1.546
C -0.605 -0.467 -0.288
O 0.077 2.191 0.298
S -2.259 0.042 0.312
H 1.948 -1.902 1.330
H 1.977 -0.728 0.054
H -0.505 -1.646 1.455
H 0.537 -0.556 -2.166
H -0.967 0.282 -2.265
H 0.615 3.057 0.461
H -0.262 2.419 -0.609
H -1.883 -0.118 1.546
```

Okay, here come the Mulliken numbers, in e, for every atom:
1 C -1.00
2 C -0.28
3 C -1.03
4 C 0.78
5 O -0.56
6 S -0.19
7 H 0.29
8 H 0.36
9 H 0.28
10 H 0.33
11 H 0.26
12 H 0.27
13 H 0.33
14 H 0.13

=====

For the records above, the corresponding molar mass values read 87.1 421.4 276.4 707.3 104.2 g/mol.
For the records above, the corresponding energy above the lowest of the compared OMol25 structures with the same formula, charge and spin values read 67.4 0.0 70.6 12.0 54.6 kcal per mole.